Formula: C32H39ClN8O3STb
Source: OMol25
Level of theory: ωB97M-V/def2-TZVPD

Values from the calculation:
Net charge   -1
Spin multiplicity   7
HOMO (alpha / beta)   -3.73 / -3.77 eV

Last column: Mulliken spin population.
Atoms and positions in Å:
1 Tb 0.863 -0.539 -0.318  6.18
2 N -1.062 -1.653 -1.658  -0.01
3 C -0.600 -1.837 -3.043  0.00
4 C 0.201 -0.597 -3.525  0.00
5 O -0.007 -0.169 -4.670  0.00
6 N 1.050 -0.165 -2.614  -0.03
7 C 1.734 1.086 -2.878  0.00
8 C 1.667 2.049 -1.658  0.00
9 O 2.356 3.064 -1.684  0.00
10 O 0.866 1.726 -0.722  -0.02
11 H -1.646 -2.452 -1.409  0.00
12 H -1.656 -0.812 -1.633  -0.01
13 H -1.433 -1.988 -3.750  0.00
14 H 0.051 -2.722 -3.086  0.00
15 H 1.289 1.600 -3.744  0.00
16 H 2.802 0.928 -3.102  0.00
17 S 1.679 2.031 3.947  0.00
18 C -0.031 1.738 3.964  0.00
19 C -0.954 2.054 4.944  0.00
20 C -2.270 1.679 4.745  0.00
21 C -2.653 1.013 3.583  0.00
22 C -1.737 0.693 2.601  0.00
23 C -0.401 1.047 2.790  0.00
24 N 0.631 0.759 1.952  -0.04
25 C 1.778 1.189 2.383  -0.01
26 C 3.048 0.987 1.734  0.00
27 C 4.171 1.658 2.235  0.00
28 C 5.404 1.487 1.647  0.00
29 C 5.510 0.654 0.539  0.00
30 C 4.389 0.001 0.057  -0.01
31 C 3.098 0.103 0.613  -0.05
32 H -0.641 2.564 5.843  0.00
33 H -3.004 1.896 5.509  0.00
34 H -3.682 0.711 3.455  0.00
35 H -2.026 0.162 1.704  0.01
36 H 4.060 2.334 3.077  0.00
37 H 6.274 1.995 2.042  0.00
38 H 6.475 0.518 0.057  0.00
39 H 4.520 -0.635 -0.818  0.00
40 C 5.235 -3.842 -2.453  0.00
41 N 4.277 -2.806 -2.763  0.00
42 C 4.684 -1.759 -3.675  0.00
43 C 3.244 -2.614 -1.993  0.00
44 N 2.302 -2.447 -1.348  -0.01
45 H 6.159 -3.419 -2.044  0.00
46 H 5.477 -4.398 -3.363  0.00
47 H 4.809 -4.528 -1.723  0.00
48 H 5.558 -1.219 -3.292  0.00
49 H 3.862 -1.056 -3.802  0.00
50 H 4.935 -2.199 -4.642  0.00
51 C -4.513 2.497 -2.499  0.00
52 N -4.049 1.496 -1.554  0.00
53 C -4.138 0.157 -2.103  0.00
54 C -2.867 1.770 -0.868  0.01
55 N -1.953 0.884 -0.824  0.01
56 N -2.831 3.015 -0.265  0.00
57 C -4.005 3.501 0.422  0.00
58 C -1.591 3.498 0.305  0.00
59 H -4.077 2.324 -3.491  0.00
60 H -4.235 3.493 -2.166  0.00
61 H -5.602 2.435 -2.576  0.00
62 H -5.139 0.025 -2.512  0.00
63 H -3.975 -0.570 -1.309  0.00
64 H -3.404 -0.006 -2.900  0.00
65 H -1.128 1.175 -0.299  -0.02
66 H -4.878 2.926 0.122  0.00
67 H -4.168 4.559 0.193  0.00
68 H -3.882 3.404 1.509  0.00
69 H -0.737 3.198 -0.305  0.00
70 H -1.436 3.135 1.330  0.00
71 H -1.635 4.588 0.332  0.00
72 Cl -0.726 -4.326 -0.147  0.00
73 C -1.431 -3.562 1.258  -0.01
74 C -2.729 -3.859 1.594  0.00
75 C -3.299 -3.291 2.727  0.00
76 C -2.517 -2.455 3.516  0.00
77 C -1.217 -2.176 3.174  0.00
78 C -0.609 -2.671 1.991  -0.01
79 C 0.709 -2.320 1.596  0.00
80 H -3.295 -4.546 0.980  0.00
81 H -4.311 -3.539 3.012  0.00
82 H -2.924 -2.027 4.424  0.00
83 H -0.612 -1.568 3.833  0.00
84 H 1.246 -3.111 1.070  0.00
85 H 1.306 -1.925 2.421  0.00

=====

Formula: C32H39N5O3Re
Source: OMol25
Level of theory: ωB97M-V/def2-TZVPD

Values from the calculation:
Net charge   +4
Spin multiplicity   4
HOMO (alpha / beta)   -18.80 / -18.86 eV

Last column: Mulliken spin population.
Atoms and positions in Å:
1 Re -0.186 -0.144 1.031  2.40
2 C 2.515 5.628 4.456  0.00
3 C 1.851 4.604 3.586  0.00
4 C 1.627 4.978 2.280  0.01
5 C 1.130 4.044 1.269  -0.01
6 C 0.892 4.697 -0.020  0.00
7 N 1.219 4.241 -1.202  0.00
8 C 2.000 3.047 -1.573  0.00
9 C 1.245 2.051 -2.543  0.00
10 C 2.131 1.111 -3.335  0.00
11 N 3.118 0.204 -2.565  0.00
12 C 2.876 -1.025 -2.242  -0.01
13 C 1.656 -1.762 -2.272  0.00
14 C 1.718 -2.818 -3.174  0.00
15 C 0.613 -3.564 -3.496  0.00
16 C 0.795 -4.567 -4.592  0.00
17 C -0.543 -3.346 -2.793  0.00
18 C -0.747 -2.214 -1.987  0.01
19 C -2.158 -1.993 -1.404  0.00
20 N -2.073 -0.513 0.632  0.14
21 C -2.948 -0.155 1.866  0.05
22 C -2.585 -0.950 3.156  0.00
23 C -1.192 -0.633 3.764  0.01
24 N -0.348 0.291 2.995  -0.08
25 C 0.263 1.260 3.615  0.02
26 C 0.858 2.460 2.989  0.00
27 C 1.377 3.348 3.916  0.02
28 C 0.799 2.718 1.643  0.04
29 O 0.388 1.723 0.800  0.19
30 C 0.374 -1.465 -1.678  0.03
31 O 0.123 -0.418 -0.874  0.09
32 H 1.787 6.197 5.035  0.00
33 H 3.083 6.221 3.771  0.00
34 H 3.247 5.199 5.234  0.00
35 H 1.889 5.928 1.908  0.00
36 H 0.406 5.685 -0.018  0.00
37 H 1.048 4.884 -2.017  0.00
38 H 2.278 2.698 -0.603  0.00
39 H 2.901 3.429 -2.025  0.00
40 H 0.699 2.508 -3.364  0.00
41 H 0.560 1.422 -1.875  -0.01
42 H 2.811 1.639 -3.936  0.00
43 H 1.388 0.527 -3.923  0.00
44 H 4.106 0.488 -2.703  0.00
45 H 3.778 -1.587 -1.931  0.00
46 H 2.672 -3.058 -3.720  0.00
47 H 1.850 -4.628 -4.954  0.00
48 H 0.254 -4.347 -5.507  0.00
49 H 0.578 -5.631 -4.338  0.00
50 H -1.367 -4.054 -2.947  0.00
51 H -2.627 -2.968 -1.555  0.00
52 H -3.979 -0.290 1.530  0.00
53 H -2.791 0.900 2.086  -0.01
54 H -2.632 -2.031 3.001  0.00
55 H -3.254 -0.677 3.937  0.00
56 H -0.625 -1.584 3.960  0.00
57 H -1.397 -0.195 4.754  0.00
58 H 0.201 1.354 4.703  -0.01
59 H 1.415 3.077 4.986  0.00
60 O -2.443 1.203 -1.242  0.01
61 C -2.550 0.416 -2.472  0.00
62 C -3.015 -1.010 -2.187  0.00
63 C -2.386 -1.945 0.040  0.07
64 C -1.482 -2.846 0.882  -0.02
65 C -1.669 -4.192 1.078  0.00
66 C -0.663 -4.915 1.675  0.02
67 C 0.470 -4.302 2.113  -0.02
68 C 0.607 -2.960 1.849  0.00
69 N -0.369 -2.211 1.319  0.01
70 H -3.175 1.809 -1.177  0.00
71 H -1.541 0.521 -2.915  0.00
72 H -3.323 0.870 -3.131  0.00
73 H -3.211 -1.497 -3.192  0.00
74 H -4.013 -0.913 -1.786  0.00
75 H -3.398 -2.194 0.181  0.01
76 H -2.345 0.192 -0.105  0.04
77 H -2.570 -4.692 0.687  0.00
78 H -0.815 -5.972 1.923  0.00
79 H 1.325 -4.855 2.548  0.00
80 H 1.501 -2.451 2.176  0.00

=====

Formula: C32H40AsO4PtS2SbSi
Source: OMol25
Level of theory: ωB97M-V/def2-TZVPD

Values from the calculation:
Net charge   -2
HOMO   -1.59 eV

Last column: Löwdin charge in e.
Atoms and positions in Å:
1 Pt 0.512 0.487 -1.497  0.33
2 S -1.232 1.443 -2.749  0.57
3 C -2.132 2.534 -1.715  -0.66
4 C -3.039 3.396 -2.359  -0.15
5 C -3.811 4.299 -1.658  -0.12
6 C -3.711 4.380 -0.271  -0.13
7 C -2.830 3.534 0.382  -0.14
8 C -2.046 2.615 -0.317  -0.38
9 As -0.836 1.383 0.590  1.28
10 C -2.119 0.014 1.165  -0.36
11 C -3.452 0.270 1.471  -0.10
12 C -4.292 -0.763 1.869  -0.10
13 C -3.805 -2.061 1.968  -0.11
14 C -2.480 -2.326 1.652  -0.09
15 C -1.648 -1.293 1.244  -0.11
16 C -0.637 2.388 2.267  -0.38
17 C 0.228 3.482 2.209  -0.11
18 C 0.495 4.227 3.347  -0.09
19 C -0.084 3.878 4.563  -0.12
20 C -0.927 2.780 4.631  -0.11
21 C -1.201 2.035 3.487  -0.11
22 H -3.108 3.343 -3.440  0.09
23 H -4.490 4.951 -2.196  0.09
24 H -4.301 5.096 0.289  0.08
25 H -2.744 3.598 1.461  0.09
26 H -3.844 1.277 1.377  0.09
27 H -5.332 -0.554 2.091  0.09
28 H -4.464 -2.869 2.268  0.09
29 H -2.101 -3.340 1.679  0.10
30 H -0.634 -1.507 0.934  0.06
31 H 0.703 3.736 1.264  0.11
32 H 1.170 5.073 3.287  0.10
33 H 0.132 4.456 5.454  0.09
34 H -1.373 2.496 5.578  0.09
35 H -1.858 1.176 3.551  0.09
36 C -0.225 -1.062 -4.555  -0.26
37 Si 0.235 -1.405 -2.747  0.29
38 C 1.733 -2.546 -2.962  -0.24
39 C -1.181 -2.549 -2.139  -0.28
40 C -2.463 -2.015 -1.943  -0.11
41 C -3.527 -2.804 -1.534  -0.11
42 C -3.339 -4.161 -1.290  -0.13
43 C -2.081 -4.715 -1.471  -0.12
44 C -1.022 -3.915 -1.896  -0.12
45 H -0.226 -2.008 -5.108  0.02
46 H 0.510 -0.388 -5.004  0.03
47 H -1.210 -0.601 -4.651  -0.01
48 H 1.502 -3.351 -3.670  0.02
49 H 2.092 -2.995 -2.035  -0.02
50 H 2.550 -1.951 -3.381  0.03
51 H -2.614 -0.952 -2.107  0.07
52 H -4.503 -2.355 -1.380  0.10
53 H -4.166 -4.777 -0.953  0.09
54 H -1.919 -5.771 -1.278  0.09
55 H -0.046 -4.370 -2.034  0.09
56 C 1.618 -3.330 0.635  -0.21
57 C 2.135 -2.024 1.227  -0.42
58 Sb 2.534 -0.324 -0.128  1.37
59 C 4.286 -1.216 -0.971  -0.40
60 C 5.581 -0.953 -0.214  -0.19
61 C 2.761 0.922 1.597  -0.41
62 C 4.146 1.002 2.221  -0.18
63 H 1.362 -4.069 1.404  0.06
64 H 2.361 -3.796 -0.019  0.05
65 H 0.722 -3.170 0.031  0.03
66 H 3.071 -2.191 1.775  0.04
67 H 1.424 -1.637 1.962  0.02
68 H 4.329 -0.780 -1.968  0.05
69 H 4.088 -2.287 -1.055  0.03
70 H 5.783 0.117 -0.181  0.05
71 H 6.429 -1.444 -0.703  0.06
72 H 5.537 -1.327 0.813  0.05
73 H 2.018 0.569 2.319  0.04
74 H 2.452 1.896 1.221  0.03
75 H 4.509 0.023 2.549  0.05
76 H 4.143 1.658 3.098  0.06
77 H 4.854 1.409 1.500  0.05
78 O 2.901 1.746 -3.102  -0.41
79 S 3.022 2.428 -1.812  0.22
80 O 3.626 3.751 -1.895  -0.39
81 O 1.651 2.526 -1.162  -0.57
82 O 3.847 1.556 -0.879  -0.53

=====

Calculated values (eV) of E_tot for the records, taken in order: -97674.4518 -49500.6685 -142198.2329.
Calculated values (g/mol) of M for the records, taken in order: 810.2 727.9 972.6.
Calculated values (kcal per mole) of energy relative to the best compared isomer or geometry (same formula, charge and spin) for the records, taken in order: 50.7 68.0 9.5.